Record 1
Formula: C38H34N5OPdSi
Source: OMol25
Level of theory: wB97M-V/def2-TZVPD

Output
HOMO energy (alpha / beta) (eV): -9.9 / -9.6
Charge: +1
LUMO level (alpha / beta) (eV): -4.761 / -4.440

Positions of all 80 atoms, in Å:
N: -1.02 -2.70 0.14
H: 0.60 -2.29 -1.88
H: -3.42 -0.91 3.16
H: 0.10 -4.10 -3.46
H: -3.08 -0.52 0.65
H: 2.53 3.95 -3.28
C: 1.19 1.15 -1.92
H: -1.68 -3.81 -5.14
H: -5.18 2.11 -1.39
Pd: -0.31 -0.49 0.80
H: 3.08 2.76 0.29
C: -2.50 -1.17 2.63
C: 4.55 -1.66 2.72
C: -0.03 -3.58 0.46
C: -2.14 -1.81 -4.52
C: 3.50 -2.21 2.00
N: 1.40 -1.86 0.86
H: -3.45 0.41 -1.66
H: 3.41 -3.28 1.87
H: 5.49 0.13 3.43
H: 0.55 -5.62 0.74
H: -4.59 4.39 -0.66
H: 4.43 0.24 -2.35
C: 4.67 -0.28 2.86
H: -0.84 4.15 2.97
C: 2.34 0.37 -1.90
C: 3.72 0.56 2.31
H: 0.62 5.86 1.96
H: -2.40 0.14 -3.70
C: -2.50 3.93 -0.45
C: 0.25 2.51 2.15
C: -1.52 2.97 -0.61
C: -0.24 -4.97 0.40
C: -2.15 -3.18 -0.35
N: 1.17 -3.13 0.82
C: -3.17 1.40 -1.32
H: -2.58 -2.22 2.32
C: -2.32 -0.29 1.40
C: -2.41 -4.53 -0.49
C: 2.48 2.94 -2.89
C: -1.45 -3.01 -4.46
C: 2.52 -1.38 1.46
H: -2.89 -2.44 -0.66
C: 1.28 2.44 -2.43
N: 1.54 0.75 1.25
C: 2.23 3.08 0.88
H: -2.38 0.77 1.65
H: -3.34 -4.86 -0.91
C: -1.30 -1.08 3.55
C: -4.15 2.36 -1.17
H: 3.80 1.63 2.46
C: -0.46 -3.18 -3.50
C: 1.38 2.10 1.42
H: -1.64 -6.50 -0.10
H: 0.39 3.06 -2.49
C: 0.00 3.85 2.36
C: -0.18 -2.16 -2.61
Si: -0.47 0.39 -1.36
O: -0.16 -0.95 3.10
C: 0.83 4.81 1.80
C: -0.90 -0.96 -2.64
C: 3.55 0.86 -2.36
C: -3.82 3.64 -0.75
H: 4.56 2.55 -3.20
N: -1.50 -1.16 4.87
H: 2.29 -0.65 -1.53
H: 5.27 -2.32 3.19
H: -2.41 -1.31 5.28
C: -1.44 -5.44 -0.06
H: -0.50 3.22 -0.39
C: -1.84 1.70 -1.07
C: 1.92 4.42 1.04
H: -2.90 -1.67 -5.28
H: -2.22 4.91 -0.09
C: 2.61 0.04 1.62
H: -0.38 1.74 2.58
C: 3.62 2.16 -2.85
H: -0.69 -1.15 5.47
H: 2.54 5.16 0.56
C: -1.87 -0.80 -3.62

Atomic partial charges in e from the Löwdin method, atoms 1 to 4: atom 1 (N): 0.083, atom 2 (H): 0.079, atom 3 (H): 0.125, atom 4 (H): 0.111

Record 2
Formula: C38H34N7OSbSe4Ti
Source: OMol25
Level of theory: wB97M-V/def2-TZVPD

Output
HOMO energy (alpha / beta) (eV): -6.7 / -6.6
2S+1: 3
LUMO level (alpha / beta) (eV): -1.010 / -1.668
Energy relative to the best compared isomer or geometry (same formula, charge and spin) (eV): 0.646

Positions of all 86 atoms, in Å:
C: -1.80 -0.62 -1.96
C: 1.41 1.20 1.09
C: -1.20 1.67 -2.29
H: -0.53 -5.75 3.55
H: -1.08 -0.11 3.03
H: 3.14 -6.68 -3.97
N: -3.16 -0.17 2.54
H: -1.60 0.82 1.59
C: 1.76 10.88 -1.35
C: 0.48 2.62 -0.71
C: 0.10 -3.01 -3.39
O: 2.27 10.07 -0.31
H: 0.87 8.69 -2.19
C: 1.42 -1.31 2.20
C: 1.25 4.56 -0.23
C: -0.11 0.28 -0.64
C: 3.61 -6.15 -1.96
H: 0.33 -4.56 1.60
C: 0.29 -3.81 -4.52
H: -3.92 0.67 4.28
N: 1.75 3.69 0.71
H: -2.45 -1.45 -2.19
H: -2.63 -5.00 4.62
H: 2.68 -3.53 0.85
C: 1.23 -4.81 -4.47
N: 0.48 3.93 -1.09
C: -1.16 -2.99 1.64
H: 2.61 1.79 2.78
H: -3.14 -0.90 4.55
Sb: -4.37 -4.13 -1.74
C: 1.04 6.76 -1.30
C: -2.35 -2.57 2.25
H: -2.78 -1.12 0.74
H: 3.02 8.49 1.50
C: -3.76 -0.32 3.85
C: -1.89 0.51 2.60
N: 2.12 -3.35 0.02
H: -3.82 -3.04 3.74
H: 1.39 -5.46 -5.32
H: 4.34 -6.94 -1.83
H: 0.67 10.84 -1.39
Se: -4.46 -6.29 -2.89
H: 2.63 6.07 1.61
C: 2.09 -0.29 2.84
C: 2.10 0.98 2.28
H: 2.36 3.93 1.46
C: 0.73 0.10 0.49
C: -2.87 -3.32 3.31
H: 3.90 -5.40 0.05
H: -1.32 2.63 -2.77
Se: -4.76 -2.38 -3.40
Se: -5.83 -4.04 0.20
H: -0.66 -2.24 -3.41
H: 2.18 10.59 -2.32
H: 2.32 -2.41 -0.29
C: 1.53 5.99 -0.25
H: 2.07 11.89 -1.12
H: -4.73 -0.81 3.75
C: -3.15 -1.39 1.73
H: -0.33 -3.66 -5.39
C: -1.98 0.58 -2.62
C: -2.21 -4.43 3.80
C: -0.28 1.54 -1.26
C: 1.99 8.75 -0.35
H: 1.38 -2.30 2.63
C: 2.95 -6.01 -3.14
H: 0.48 6.26 -2.08
H: 2.60 -0.49 3.77
H: -1.99 1.41 3.21
C: -1.03 -4.86 3.20
C: 1.98 -4.99 -3.30
H: -2.76 0.64 -3.37
C: 2.47 7.99 0.72
H: -4.19 -1.70 1.61
C: -0.54 -4.15 2.11
N: -0.86 -0.81 -1.02
C: 3.36 -5.28 -0.88
C: 1.26 2.44 0.42
Se: -1.91 -3.78 -0.99
N: 0.79 -3.13 -2.27
C: 2.25 6.63 0.76
C: 1.73 -4.11 -2.22
Ti: -0.25 -2.49 -0.14
C: 2.44 -4.27 -1.02
C: 1.26 8.12 -1.36
N: 0.77 -1.15 1.04

Atomic partial charges in e from the Löwdin method, atoms 1 to 4: atom 1 (C): -0.161, atom 2 (C): -0.076, atom 3 (C): 0.028, atom 4 (H): 0.098

Record 3
Formula: C38H34N7P2Ta
Source: OMol25
Level of theory: wB97M-V/def2-TZVPD

Output
HOMO energy (alpha / beta) (eV): -18.6 / -18.6
Charge: +4
LUMO level (alpha / beta) (eV): -14.619 / -14.610

Positions of all 82 atoms, in Å:
C: 4.10 -1.49 1.43
H: -0.16 -7.73 1.85
H: -3.46 -0.57 -0.38
H: -2.93 4.67 -1.36
H: -3.02 2.73 3.26
H: 4.61 5.35 2.77
C: 0.29 -4.40 1.08
H: 2.44 -0.58 2.51
H: -1.66 -2.02 2.97
H: 3.06 2.16 -0.67
H: 0.46 7.23 -0.99
C: 2.42 -1.04 -0.72
H: -2.47 -6.93 2.20
H: -1.88 0.73 -1.32
C: -1.94 4.85 -1.10
C: 2.47 3.20 1.08
C: -3.74 -3.91 -2.39
H: -1.93 6.92 -1.60
H: -3.32 -2.29 2.21
C: -2.32 -1.79 2.08
C: 2.91 4.03 2.15
C: -3.62 -1.49 -1.00
C: -2.72 -3.69 -1.52
C: -0.02 2.72 2.52
C: -2.10 -4.93 1.41
H: -2.27 0.85 -3.01
C: -4.74 -2.90 -2.60
H: -1.73 2.76 -0.32
C: -1.75 -6.21 1.76
H: 5.28 -2.61 -0.02
C: 1.69 -0.64 -1.88
H: -4.33 0.44 2.90
H: 1.17 -3.73 1.07
C: -1.24 1.72 2.45
C: 5.06 4.20 1.12
H: 4.80 -1.45 2.25
P: -1.33 -2.27 0.55
C: 0.08 3.92 -0.11
N: -1.03 0.35 2.17
H: 2.18 4.39 2.90
H: -3.89 -4.83 -2.89
C: -2.48 1.83 2.96
C: 0.73 5.16 -0.43
H: 0.87 -0.78 -6.08
H: -5.15 -0.76 -2.25
H: 3.57 -2.43 -1.88
C: 0.52 -5.74 1.42
H: -5.66 -3.15 -3.21
C: 4.71 3.34 0.11
C: -0.31 0.28 -2.68
N: 2.03 -0.61 0.52
C: -1.04 -4.06 0.95
H: 0.64 2.32 3.27
C: 2.85 -0.95 1.59
N: 2.01 -1.02 -3.14
H: 5.31 3.23 -0.79
H: 1.82 5.29 -0.28
H: 1.58 -5.99 1.64
H: -0.48 3.64 2.86
C: 4.16 4.64 2.10
Ta: 0.10 -0.18 0.59
C: 1.07 -0.71 -4.06
H: -3.14 -4.57 1.33
H: 5.95 4.80 1.16
C: 3.44 -1.98 -0.89
C: -1.30 3.76 -0.49
H: -1.94 -4.49 -1.32
P: 0.83 2.53 0.79
C: -3.24 0.60 2.78
C: -1.36 6.12 -1.20
C: -0.02 6.26 -0.89
N: 1.45 -1.07 -5.29
C: 3.41 2.81 0.09
N: -1.50 0.83 -2.29
C: -2.36 -0.28 2.15
N: 0.52 0.08 -1.60
N: -0.11 -0.09 -3.91
C: 4.33 -2.09 0.15
C: -0.42 -6.69 1.66
C: -4.60 -1.66 -1.99
C: -2.61 -2.48 -0.79
H: 2.39 -1.42 -5.47

Atomic partial charges in e from the Löwdin method, atoms 1 to 4: atom 1 (C): 0.067, atom 2 (H): 0.140, atom 3 (H): 0.085, atom 4 (H): 0.095